{"formula": "C28H31N5O5S", "method": "ωB97M-V/def2-TZVPD", "energy_ha": -2133.83508, "smiles": "COc1ccc(CNC(=O)CC[C@H]2N=C3c4ccccc4N=C(SCC(=O)NC[C@@H]4CCCO4)N3C2=O)cc1", "de_lowest_ev": 0.000, "homo_lumo_gap_ha": 0.309, "e_lumo_ev": 0.3020, "symbols": ["C", "H", "O", "C", "C", "C", "C", "C", "C", "H", "H", "C", "N", "C", "O", "C", "C", "H", "H", "C", "N", "C", "C", "C", "C", "C", "C", "C", "N", "C", "N", "C", "O", "S", "C", "H", "C", "O", "N", "H", "C", "H", "H", "C", "C", "H", "C", "H", "C", "H", "O", "H", "H", "H", "H", "H", "H", "H", "H", "H", "H", "H", "H", "H", "H", "H", "H", "H", "H", "H"], "xyz": [[2.4364, -0.8738, 3.2410], [2.3597, -1.9574, 3.1074], [1.2123, -0.3299, 3.6883], [0.1369, -0.4051, 2.8626], [-1.0760, 0.0543, 3.3798], [-2.2289, -0.0270, 2.6298], [-2.2050, -0.5585, 1.3444], [-0.9897, -0.9663, 0.8193], [0.1722, -0.9057, 1.5663], [1.0978, -1.2411, 1.1332], [-0.9493, -1.3460, -0.1909], [-3.4722, -0.7237, 0.5450], [-4.0797, 0.5303, 0.1394], [-3.7090, 1.1661, -0.9920], [-2.8059, 0.7660, -1.6997], [-4.5670, 2.3765, -1.3199], [-3.9303, 3.2403, -2.4028], [-4.5735, 4.0988, -2.5957], [-3.8155, 2.6668, -3.3240], [-2.5351, 3.7208, -1.9757], [-2.3796, 3.8492, -0.5435], [-1.3322, 3.2039, -0.2020], [-0.6998, 3.0893, 1.0845], [-1.2399, 3.6375, 2.2447], [-0.5366, 3.5690, 3.4282], [0.7223, 2.9758, 3.4597], [1.2667, 2.4212, 2.3228], [0.5552, 2.4440, 1.1222], [1.1188, 1.8495, 0.0173], [0.5038, 1.9082, -1.1059], [-0.6756, 2.5793, -1.2694], [-1.4038, 2.8043, -2.4298], [-1.0871, 2.4316, -3.5262], [1.1812, 1.2123, -2.5490], [2.6863, 0.4826, -1.8261], [3.1056, 1.1892, -1.1122], [2.4679, -0.8573, -1.1439], [3.1006, -1.1738, -0.1554], [1.5325, -1.6370, -1.7161], [1.1102, -1.3206, -2.5776], [1.4113, -3.0345, -1.3919], [0.3582, -3.3236, -1.3573], [1.8615, -3.1724, -0.4069], [2.1579, -3.9018, -2.4325], [2.3854, -5.3247, -1.9090], [1.5621, -5.6684, -1.2868], [3.7032, -5.1879, -1.1347], [4.3585, -6.0386, -1.3089], [4.3175, -3.8809, -1.6760], [4.4164, -3.1303, -0.8826], [3.4476, -3.3973, -2.6873], [5.2935, -4.0307, -2.1422], [3.5243, -5.1099, -0.0635], [2.5027, -6.0089, -2.7489], [1.6179, -3.8715, -3.3844], [3.3762, 0.3381, -2.6591], [2.2421, 1.9632, 2.3334], [1.2765, 2.9441, 4.3856], [-0.9550, 3.9904, 4.3299], [-2.2033, 4.1194, 2.1838], [-2.3472, 4.7033, -2.4294], [-5.5389, 2.0144, -1.6647], [-4.7143, 2.9732, -0.4185], [-4.7470, 0.9606, 0.7573], [-3.2458, -1.2745, -0.3722], [-4.2130, -1.2814, 1.1254], [-3.1632, 0.3138, 3.0534], [-1.0893, 0.4588, 4.3795], [2.7724, -0.4265, 2.3022], [3.1571, -0.6583, 4.0283]], "mulliken_charge": [-0.707, 0.319, -0.488, 0.602, -0.656, -0.434, 0.300, -0.110, 0.531, -0.377, 0.344, -1.713, -0.035, 0.529, -0.638, -0.871, -1.033, 0.391, 0.392, 0.615, -0.859, 0.112, 0.316, -0.170, -0.934, -0.505, -0.222, -0.224, -0.168, 0.217, 0.270, -0.173, -0.644, -0.183, -0.900, 0.389, 0.540, -0.680, 0.250, 0.229, -1.254, 0.430, 0.382, 0.337, -0.852, 0.322, -0.623, 0.337, -0.279, 0.068, -0.495, 0.425, 0.281, 0.362, 0.492, 0.458, 0.582, 0.404, 0.421, 0.521, 0.526, 0.491, 0.403, 0.280, 0.370, 0.601, 0.400, 0.480, 0.217, 0.286]}